Entry 1:
Entry from the Open Molecules 2025 dataset: a 2-piece molecular cluster, C27H41Cl3N2O7 overall in a non-equilibrium geometry (ωB97M-V/def2-TZVPD).

```
80
C27H41Cl3N2O7, DFT ωB97M-V/def2-TZVPD
C 2.030 0.221 -1.402
C 1.000 -0.075 -0.857
C -0.369 -0.604 -0.408
C 0.003 -1.100 1.042
C 0.073 -2.661 1.200
C 0.281 -2.954 2.726
C 1.600 -3.658 3.060
O 2.686 -2.817 2.720
C 3.878 -3.408 3.233
N -0.593 -1.784 -1.285
C -1.640 -1.545 -2.220
O -2.247 -2.357 -2.844
C -1.798 0.031 -2.251
C -0.662 0.372 -3.270
C 0.045 1.736 -3.204
C 1.254 1.858 -4.184
C 2.367 2.764 -3.580
O 3.629 2.338 -4.154
C 4.559 2.083 -3.186
O 5.434 1.304 -3.429
N -3.043 0.433 -2.939
C -3.278 1.625 -3.017
O -3.526 2.765 -2.958
C -1.652 0.241 -0.710
C -1.613 1.753 -0.307
C -0.565 2.154 0.756
C -0.898 3.608 1.262
C -0.730 3.754 2.779
O 0.168 4.383 3.246
O -1.670 3.110 3.577
C -2.741 -0.523 0.170
C -4.152 -0.592 -0.516
C -3.062 0.166 1.533
C -3.894 -0.690 2.523
C -3.333 -2.108 2.819
H 2.962 0.358 -1.889
H -0.639 -0.755 1.862
H 1.021 -0.775 1.315
H -0.862 -3.127 0.870
H 0.959 -3.049 0.674
H 0.217 -2.029 3.329
H -0.576 -3.571 3.052
H 1.615 -4.644 2.557
H 1.601 -3.843 4.156
H 4.710 -2.765 2.913
H 4.020 -4.417 2.806
H 3.855 -3.461 4.334
H 0.238 -2.223 -1.655
H -1.083 0.267 -4.283
H 0.117 -0.410 -3.228
H 0.383 2.030 -2.202
H -0.675 2.518 -3.525
H 0.916 2.345 -5.111
H 1.672 0.864 -4.401
H 2.178 3.803 -3.888
H 2.403 2.692 -2.482
H 4.491 2.548 -2.183
H -1.353 2.349 -1.201
H -2.620 2.132 -0.073
H -0.409 1.450 1.582
H 0.409 2.257 0.249
H -0.160 4.300 0.827
H -1.879 3.959 0.905
H -1.242 2.301 3.892
H -2.494 -1.581 0.340
H -4.642 0.389 -0.591
H -4.819 -1.216 0.106
H -4.120 -1.133 -1.473
H -2.199 0.558 2.087
H -3.702 1.037 1.302
H -4.927 -0.812 2.163
H -3.984 -0.110 3.458
H -2.240 -2.137 2.740
H -3.574 -2.345 3.871
H -3.847 -2.861 2.205
Cl 6.845 -1.351 0.769
C 6.194 -0.165 -0.370
Cl 4.433 -0.308 -0.492
Cl 6.648 1.473 0.108
H 6.617 -0.363 -1.348
```

LUMO in eV: 0.3
Net charge: 0
HOMO level in eV: -9.7
Kohn-Sham gap in eV: 9.9805
Structure (SMILES): C#C[C@]1(CCCCOC)NC(=O)[C@@](CCCCOC=O)(N=C=O)[C@@]1(CCCC(=O)O)[C@H](C)CCC.ClC(Cl)Cl

These are the Mulliken partial charges, in e, on atoms 1 to 2: atom 1 (C): -1.138, atom 2 (C): -1.245

---

Entry 2:
Entry from the Open Molecules 2025 dataset: a 4-piece molecular cluster, C27H41ClF3N5O6 overall in a non-equilibrium geometry (ωB97M-V/def2-TZVPD).

```
83
C27H41ClF3N5O6, DFT ωB97M-V/def2-TZVPD
N 1.085 1.162 -5.949
C 2.053 0.212 -5.260
C 2.727 0.944 -4.001
C 3.911 1.946 -4.344
C 4.625 2.639 -3.169
Cl 6.005 3.790 -3.563
C 4.255 2.421 -1.637
N 5.069 3.129 -0.685
C 4.553 2.840 0.612
C 5.333 3.545 1.850
O 5.867 2.540 2.795
N 6.613 1.622 2.129
O 7.016 0.845 2.956
C 3.340 1.935 0.983
C 2.845 1.743 2.513
C 2.219 3.152 2.977
O 1.794 3.923 1.807
C 0.960 3.034 3.968
F 0.136 4.193 3.723
F 0.128 1.908 3.756
F 1.352 3.152 5.345
N 2.604 1.228 -0.010
C 3.065 1.474 -1.352
C 2.285 0.719 -2.514
C 1.102 -0.277 -2.122
C -0.248 -0.116 -2.983
C -0.621 -1.610 -3.530
C -1.046 -2.597 -2.301
N -2.363 -2.235 -1.682
C -2.555 -2.232 -0.227
C -4.054 -1.831 -0.117
C -4.624 -1.649 -1.571
C -3.466 -1.924 -2.568
H 1.039 2.059 -5.437
H 1.425 1.375 -6.904
H 2.897 0.039 -6.021
H 1.526 -0.766 -5.001
H 4.215 2.139 -5.428
H 6.272 4.078 1.430
H 4.707 4.337 2.379
H 3.673 1.384 3.211
H 2.045 0.913 2.503
H 3.004 3.796 3.528
H 1.002 3.474 1.430
H 0.799 -0.242 -1.014
H 1.514 -1.350 -2.286
H -0.181 0.641 -3.836
H -1.168 0.189 -2.347
H -1.412 -1.584 -4.363
H 0.302 -2.132 -4.006
H -1.066 -3.676 -2.727
H -0.221 -2.602 -1.504
H -1.772 -2.478 0.561
H -4.603 -1.707 0.880
H -5.683 -1.368 -1.879
H -3.432 -1.917 -3.712
C 0.066 5.671 6.852
C 0.438 6.203 8.222
O -0.418 5.648 9.213
H -0.973 5.916 6.614
H 0.713 6.094 6.080
H 0.150 4.582 6.823
H 0.331 7.289 8.253
H 1.474 5.950 8.471
H -0.312 4.688 9.186
C -1.941 -6.189 1.599
C -1.498 -5.844 0.191
O -0.372 -4.975 0.232
H -2.199 -5.282 2.153
H -2.808 -6.852 1.585
H -1.132 -6.679 2.150
H -2.299 -5.335 -0.349
H -1.226 -6.747 -0.365
H 0.334 -5.439 0.702
C -7.721 -4.519 -3.271
C -7.284 -5.128 -1.954
O -5.866 -5.216 -1.900
H -7.360 -5.120 -4.110
H -8.810 -4.451 -3.328
H -7.299 -3.517 -3.393
H -7.689 -6.137 -1.846
H -7.631 -4.524 -1.109
H -5.515 -4.317 -1.987
```

LUMO in eV: -1.3
Net charge: 0
HOMO level in eV: -8.2
Kohn-Sham gap in eV: 6.9176
Structure (SMILES): NCc1cc(Cl)c2nc(CON=O)c(C[C@@H](O)C(F)(F)F)nc2c1CCCCn1cccc1.CCO.CCO.CCO

These are the Mulliken partial charges, in e, on atoms 1 to 2: atom 1 (N): -0.578, atom 2 (C): -0.607

---

Entry 3:
Entry from the Open Molecules 2025 dataset: C27H41CuN7OSTe as an isolated structure in a non-equilibrium geometry (ωB97M-V/def2-TZVPD).

```
79
C27H41CuN7OSTe, DFT ωB97M-V/def2-TZVPD
Cu 12.054 14.502 8.561
C 21.415 12.365 8.042
C 19.834 12.187 8.249
C 19.037 13.269 7.829
C 17.692 13.355 8.148
C 16.987 14.702 8.064
C 17.061 12.243 8.728
Te 14.888 12.313 9.094
C 17.805 11.086 9.067
C 17.065 9.852 9.520
C 19.206 11.139 8.894
H 21.811 11.420 7.723
H 21.814 12.752 8.964
H 21.557 13.082 7.229
H 19.506 14.102 7.273
H 17.692 15.549 8.034
H 16.286 14.791 8.944
H 16.379 14.759 7.124
H 16.848 9.170 8.727
H 16.085 9.968 10.007
H 17.616 9.300 10.210
H 19.759 10.299 9.268
C 11.911 19.281 8.465
N 11.845 18.445 7.241
C 12.174 17.147 7.121
S 13.003 16.354 8.406
N 11.750 16.468 6.008
C 10.583 16.866 5.154
H 11.258 20.200 8.254
H 12.928 19.569 8.755
H 11.380 18.786 9.259
H 11.672 19.039 6.410
H 12.154 15.523 5.942
H 10.976 17.638 4.430
H 9.730 17.282 5.742
H 10.311 16.017 4.487
N 14.269 11.870 5.424
C 15.255 10.821 4.917
C 15.432 9.704 5.945
N 16.098 8.514 5.442
H 14.288 12.751 4.892
H 14.502 12.171 6.448
H 13.325 11.590 5.316
H 16.183 11.368 4.767
H 14.875 10.556 3.902
H 14.478 9.351 6.369
H 16.067 10.138 6.733
H 16.484 8.524 4.492
H 15.532 7.664 5.597
C 9.439 6.752 6.095
C 9.001 8.046 5.541
C 9.957 8.952 5.004
C 9.643 10.308 4.812
C 8.383 10.737 5.097
N 8.040 12.109 4.977
C 7.801 13.066 5.973
O 7.713 14.270 5.760
N 7.713 12.449 7.264
C 8.971 12.183 7.897
C 9.265 10.878 8.443
C 10.523 10.634 8.971
C 11.429 11.648 9.086
N 11.123 12.916 8.690
C 9.955 13.164 8.044
C 7.342 9.829 5.508
C 7.691 8.493 5.780
H 10.490 6.625 5.870
H 8.847 5.942 5.631
H 9.203 6.698 7.173
H 10.959 8.548 4.895
H 10.462 10.954 4.626
H 8.184 12.601 4.075
H 7.094 12.975 7.831
H 8.572 10.033 8.372
H 10.855 9.563 9.080
H 12.387 11.565 9.549
H 9.679 14.192 7.706
H 6.365 10.220 5.682
H 6.887 7.884 6.343
```

LUMO in eV: -3.0
ΔE to the lowest compared entry with this formula, charge and spin in kcal per mole: 38.2
Net charge: +1
HOMO level in eV: -8.6
Kohn-Sham gap in eV: 5.5315

These are the Mulliken partial charges, in e, on atoms 1 to 2: atom 1 (Cu): -0.306, atom 2 (C): -1.338